## 1
The ion C5H14N2 with charge -1. Source: the OMol25 dataset; level of theory: ωB97M-V/def2-TZVPD.

Atoms and positions in Å:
N: 1.47 -0.11 0.77
N: -0.97 -0.51 -2.00
C: -0.72 0.77 1.26
C: 0.22 0.31 0.16
C: 2.53 -0.49 -0.20
C: -2.18 0.92 0.88
C: -0.44 -0.86 -0.67
H: -2.40 1.19 -0.13
H: -0.66 0.00 2.03
H: 0.26 -1.69 -0.74
H: -1.19 0.48 -1.98
H: 2.39 -1.49 -0.62
H: 3.48 -0.35 0.30
H: -2.85 0.11 1.17
H: -0.14 -0.49 -2.60
H: -1.20 -1.32 -0.04
H: 1.27 -0.91 1.35
H: -0.26 1.60 1.79
H: -2.64 1.81 1.34
H: 2.45 0.23 -1.01
H: 0.42 1.03 -0.63

Net charge = -1
Multiplicity = 2
Gap between HOMO and LUMO (spin up / spin down) = 2.443 / 8.742 eV

From a Mulliken analysis of the wavefunction, the atomic charges in e read: 0.444, -0.635, -0.720, -0.796, -2.998, -1.285, -1.850, 0.421, 0.061, 0.581, 0.488, 0.617, 1.201, 0.346, 0.671, 0.264, 0.355, 0.581, 0.528, 0.283, 0.440

## 2
The ion C5H14N2 with charge -1. Source: the OMol25 dataset; level of theory: ωB97M-V/def2-TZVPD.

Atoms and positions in Å:
N: 0.15 0.50 1.96
N: 1.11 -2.21 1.03
C: -0.26 -0.19 0.73
C: -0.74 0.87 -0.29
C: 0.88 -1.05 0.15
C: 0.39 1.70 -0.88
C: -1.60 0.25 -1.41
H: 1.95 -2.68 0.70
H: -1.01 -0.39 -2.06
H: -1.42 1.50 0.29
H: 1.01 1.05 -1.49
H: 1.06 2.11 -0.11
H: -2.09 1.05 -1.97
H: 0.59 -1.35 -0.87
H: 1.03 0.96 1.79
H: 0.33 -2.85 0.98
H: -0.01 2.56 -1.42
H: 0.31 -0.16 2.70
H: 1.81 -0.49 0.16
H: -2.39 -0.37 -0.98
H: -1.12 -0.80 1.00

Net charge = -1
Multiplicity = 2
Gap between HOMO and LUMO (spin up / spin down) = 2.732 / 9.473 eV

From a Mulliken analysis of the wavefunction, the atomic charges in e read: -0.788, 0.000, -0.388, 1.071, -1.491, -1.997, -2.319, 0.931, 0.732, 0.318, 0.451, 0.372, 0.464, -1.106, 0.352, 0.634, 0.533, 0.392, 0.260, 0.393, 0.185

## 3
The ion C5H14N2 with charge -1. Source: the OMol25 dataset; level of theory: ωB97M-V/def2-TZVPD.

Atoms and positions in Å:
N: 0.07 -1.56 -1.25
N: 2.50 -0.01 -0.95
C: 1.37 0.18 -0.05
C: -1.64 1.45 0.30
C: -1.17 0.01 0.16
C: -1.03 -0.67 1.52
C: 0.06 -0.17 -0.73
H: 1.31 1.22 0.32
H: 0.89 -2.02 -0.87
H: 0.35 -1.52 -2.23
H: -0.09 -0.43 2.02
H: -1.95 -0.54 -0.38
H: -0.86 2.09 0.73
H: 3.33 -0.27 -0.42
H: 1.54 -0.41 0.85
H: -2.51 1.51 0.95
H: -1.93 1.87 -0.67
H: -0.02 0.49 -1.59
H: -1.82 -0.34 2.21
H: -1.16 -1.74 1.44
H: 2.76 0.86 -1.39

Net charge = -1
Multiplicity = 2
Gap between HOMO and LUMO (spin up / spin down) = 2.767 / 9.366 eV

From a Mulliken analysis of the wavefunction, the atomic charges in e read: -0.765, -0.350, -1.811, -1.830, 0.959, -1.995, -0.417, -0.996, 0.404, 0.394, 0.661, 0.203, 0.461, 1.126, 0.835, 0.410, 0.438, -0.296, 0.447, 0.274, 0.848

The calculated energies rank the structures as follows, beginning with the most stable: 2, 3, 1.

## 1
An isolated molecule of C15H23N5O3. Source: the OMol25 dataset; level of theory: ωB97M-V/def2-TZVPD.

Atoms and positions in Å:
O: 2.84 -1.40 -1.02
O: -1.46 -0.61 2.22
O: 0.82 -0.75 2.04
N: 0.68 4.26 0.46
N: 1.19 2.25 1.47
N: -1.04 2.76 1.38
N: 0.57 -1.16 -0.70
N: 1.07 1.80 -1.38
C: 2.63 2.56 1.52
C: 2.24 0.87 -1.31
C: -2.14 -2.41 -2.07
C: -3.94 -3.33 -0.14
C: 3.54 1.33 0.84
C: -0.45 -0.59 1.58
C: 1.92 -0.60 -0.99
C: 3.48 1.39 -0.67
C: -2.26 -1.72 -0.92
C: -3.16 -2.13 0.13
C: -3.82 -3.96 -1.34
C: -2.91 -3.54 -2.34
C: 0.31 3.18 1.04
C: -0.35 -0.37 0.00
C: -1.66 -0.35 -0.72
H: 2.92 2.66 2.56
H: 0.95 1.39 1.89
H: -1.05 2.86 2.38
H: 4.56 1.57 1.38
H: 0.20 1.52 -1.73
H: -1.56 -1.88 -2.84
H: 2.48 0.84 -2.36
H: 4.17 0.69 -1.16
H: -2.77 -4.19 -3.26
H: -4.72 -3.59 0.61
H: -4.31 -4.91 -1.51
H: 0.70 -0.64 2.98
H: -1.50 0.12 -1.74
H: -1.69 3.35 0.78
H: -2.37 0.06 -0.08
H: 3.96 2.42 -0.95
H: -0.20 4.86 0.32
H: -3.36 -1.38 0.75
H: 1.28 2.61 -1.82
H: 0.83 -2.04 -0.36
H: 3.30 0.38 1.19
H: -0.06 0.67 -0.18
H: 2.73 3.51 0.95

Gap between HOMO and LUMO = 9.185 eV

From a Mulliken analysis of the wavefunction, the atomic charges in e read: -0.657, -0.541, -0.413, -0.824, -0.117, -0.403, 0.146, -0.522, -0.993, 0.449, -0.066, -0.774, -0.667, -0.134, -0.016, -0.882, 0.398, -0.616, -0.304, -0.608, 0.598, 2.961, -1.362, 0.363, 0.201, 0.223, 0.290, -0.021, 0.292, 0.370, 0.392, 0.306, 0.306, 0.351, 0.378, 0.335, 0.261, 0.428, 0.321, 0.243, 0.569, 0.328, 0.309, 0.440, -1.781, 0.444

## 2
An isolated molecule of C15H23N5O3. Source: the OMol25 dataset; level of theory: ωB97M-V/def2-TZVPD.

Atoms and positions in Å:
O: 0.41 0.72 -1.29
O: -0.09 -1.47 -2.56
O: -1.05 -3.23 -1.50
N: 3.69 -4.62 -0.57
N: -0.41 -0.29 0.45
N: 3.41 -4.17 1.79
N: 4.72 -5.93 1.03
N: -2.31 1.71 1.06
C: -2.88 6.17 -1.10
C: -1.52 4.39 -0.30
C: 0.95 -3.66 1.04
C: -3.42 6.54 0.18
C: -1.77 4.91 1.00
C: -2.69 5.95 1.28
C: -0.48 0.75 -0.41
C: -2.03 5.07 -1.39
C: -0.16 -2.62 1.03
C: -0.67 3.24 -0.49
C: 0.18 -1.69 -0.06
C: -0.40 -2.16 -1.42
C: 2.43 -3.11 1.47
C: 3.99 -4.83 0.64
C: -1.50 1.81 -0.30
H: 2.10 -2.70 2.53
H: -1.84 2.51 1.73
H: -0.19 3.29 -1.56
H: 3.48 -3.48 -0.82
H: 4.19 -6.83 1.31
H: 3.97 -3.95 2.55
H: -2.82 6.14 2.48
H: 5.36 -6.10 0.16
H: 0.74 -4.54 1.73
H: -1.29 -0.33 1.04
H: 0.95 -4.11 0.09
H: 0.44 -0.58 -2.38
H: -1.93 4.72 -2.44
H: -4.08 7.36 0.44
H: 2.75 -2.32 0.73
H: -1.31 4.39 1.86
H: -1.05 -3.23 0.68
H: -0.51 -2.12 1.93
H: 1.26 -1.36 -0.23
H: -3.29 2.06 0.71
H: -3.05 6.74 -2.17
H: 0.27 3.44 0.22
H: -2.21 1.43 -1.12

Gap between HOMO and LUMO = 9.687 eV

From a Mulliken analysis of the wavefunction, the atomic charges in e read: -0.832, -0.538, -0.608, -0.706, -0.363, -0.216, -0.548, -0.724, -0.207, 0.911, -0.902, -0.736, -0.382, -0.352, 0.020, -0.425, -0.842, -1.156, 0.304, 0.545, -0.792, 0.375, 0.456, 0.353, 0.317, 0.325, 0.264, 0.266, 0.251, 0.215, 0.350, 0.324, 0.400, 0.587, 0.473, 0.334, 0.380, 0.234, 0.384, 0.298, 0.470, 0.288, 0.331, 0.182, 0.342, 0.348

The calculated energies rank the structures as follows, beginning with the most stable: 1, 2.

## 1
A cluster of 4 separate species, C4H17N2O2 in total. Source: the OMol25 dataset; level of theory: ωB97M-V/def2-TZVPD.

Atoms and positions in Å:
O: -0.05 2.42 1.12
O: 1.99 2.65 -0.68
N: 1.94 0.31 0.89
N: -1.48 -0.82 0.86
C: -2.84 -1.20 1.22
C: 0.12 -1.47 -0.90
C: 1.01 -0.80 -1.83
C: -1.19 -0.91 -0.59
H: 0.88 0.28 -1.82
H: 0.51 2.81 0.43
H: 1.42 -0.41 0.42
H: 2.77 3.09 -1.03
H: -3.53 -0.49 0.78
H: 0.79 -1.22 -2.83
H: 2.27 1.83 -0.23
H: -1.31 0.07 -1.04
H: -0.81 -1.41 1.35
H: 2.61 -0.13 1.52
H: 0.15 -2.56 -0.97
H: -0.63 3.11 1.45
H: 1.28 0.83 1.47
H: 2.06 -1.04 -1.66
H: -1.89 -1.61 -1.08
H: -3.12 -2.19 0.87
H: -2.93 -1.15 2.29

Net charge = +1
Gap between HOMO and LUMO = 6.576 eV

From a Mulliken analysis of the wavefunction, the atomic charges in e read: -0.614, -0.708, -0.674, -0.188, -1.001, 0.028, -1.189, -0.433, 0.382, 0.374, 0.158, 0.333, 0.353, 0.397, 0.457, 0.330, 0.290, 0.255, 0.341, 0.286, 0.296, 0.415, 0.388, 0.380, 0.344

## 2
A cluster of 3 separate species, C4H17N2O2 in total. Source: the OMol25 dataset; level of theory: ωB97M-V/def2-TZVPD.

Atoms and positions in Å:
O: -2.73 1.05 0.30
O: 0.74 2.82 -2.11
N: 0.14 0.90 0.26
N: -0.33 -1.79 0.67
C: -0.95 -2.79 -0.24
C: 1.00 -1.41 0.20
C: 1.00 -0.05 -0.47
C: 0.82 1.59 1.41
H: -3.69 1.04 0.36
H: 1.72 -1.51 1.02
H: -0.22 1.64 -0.34
H: -2.34 0.29 0.75
H: -0.67 0.42 0.62
H: 2.03 0.33 -0.52
H: 1.30 0.84 2.03
H: -0.98 -2.39 -1.23
H: 0.02 2.11 1.94
H: 1.64 2.99 -2.41
H: -0.24 -3.63 -0.29
H: -1.87 -3.13 0.23
H: 1.52 2.34 1.05
H: 0.25 2.33 -2.77
H: 1.41 -2.06 -0.58
H: 0.75 0.06 -1.53
H: -0.33 -2.01 1.65

Net charge = +1
Gap between HOMO and LUMO = 10.508 eV

From a Mulliken analysis of the wavefunction, the atomic charges in e read: -0.638, -0.639, 0.214, -0.255, -0.992, -0.758, -0.608, -0.891, 0.333, 0.399, 0.419, 0.275, 0.041, 0.348, 0.364, 0.310, 0.355, 0.323, 0.370, 0.333, 0.326, 0.329, 0.373, 0.426, 0.241

The calculated energies rank the structures as follows, beginning with the most stable: 2, 1.

## 1
An isolated molecule of ClH2O2P. Source: the OMol25 dataset; level of theory: ωB97M-V/def2-TZVPD.

Atoms and positions in Å:
Cl: 1.97 -0.63 -0.41
P: 0.38 0.30 0.59
O: -0.13 1.33 -0.50
O: -0.88 -0.74 0.38
H: -0.23 0.81 -1.34
H: -1.11 -1.07 1.28

Gap between HOMO and LUMO = 10.750 eV

From a Mulliken analysis of the wavefunction, the atomic charges in e read: -0.242, 0.408, -0.402, -0.454, 0.340, 0.350

## 2
A cluster of 2 separate species, ClH2O2P in total. Source: the OMol25 dataset; level of theory: ωB97M-V/def2-TZVPD.

Atoms and positions in Å:
Cl: 1.48 -2.63 2.04
P: 2.32 -0.77 1.63
O: 3.43 -0.87 0.70
O: -0.49 -0.06 0.32
H: -1.02 -0.70 0.87
H: -1.11 0.51 -0.13

Gap between HOMO and LUMO = 9.936 eV

From a Mulliken analysis of the wavefunction, the atomic charges in e read: -0.220, 0.562, -0.356, -0.605, 0.321, 0.298

The calculated energies rank the structures as follows, beginning with the most stable: 1, 2.